1.
11
Properties=species:S:1:pos:R:3 method="wB97M-V/def2-TZVPD" total_charge=0 e_above_lowest_kcal_mol=29.7 multiplicity=1 lumo_ev=0.68 smiles=Nc1nc(F)c[nH]1 e_homo_ev=-8.378
C 0.6647 0.0636 -0.0264
C -1.2709 0.9282 -0.0267
C -1.4812 -0.4161 0.2646
H 2.2680 0.6891 -0.9447
H 2.6759 -0.3900 0.5432
H -2.4065 -0.9766 0.4844
H -0.0268 -1.9372 0.0565
N 2.0438 -0.2668 -0.3370
N 0.0205 1.3127 -0.0258
N -0.2547 -0.8879 0.0493
F -2.2328 1.8809 -0.0374

2.
81
Properties=species:S:1:pos:R:3 method="wB97M-V/def2-TZVPD" total_charge=+1 multiplicity=1 lumo_ev=-3.25 e_homo_ev=-12.900
C 2.3745 1.3059 0.2668
C 2.6273 0.9468 -1.1842
Cl 1.6111 1.9214 -2.2940
C 2.4276 -0.5281 -1.4943
N 1.0343 -0.9147 -1.2504
C 0.4198 -1.7770 -2.1156
N 0.7631 -1.9504 -3.4792
N -0.5942 -2.5004 -1.7560
C -1.1461 -2.6129 -0.3988
C -2.6321 -2.2251 -0.2620
C -3.1504 -1.0043 -1.0357
C -2.1545 0.1533 -1.0915
S -2.9675 1.7456 -1.2266
O -4.3392 1.6515 -0.8383
O -2.7001 2.2388 -2.5378
O -2.1471 2.6508 -0.2104
B -1.2573 -3.3650 -2.8292
O -2.2181 -2.8168 -3.6286
O -0.9504 -4.6747 -2.9171
H 1.3893 0.9992 0.6133
H 2.4250 2.3831 0.3962
H 3.1310 0.8357 0.8900
H 3.6554 1.1943 -1.4235
H 3.1093 -1.0909 -0.8603
H 2.7308 -0.6727 -2.5274
H 0.4533 -0.1141 -1.0251
H 1.6567 -2.4228 -3.5753
H 0.8476 -1.0396 -3.9249
H -1.0776 -3.6698 -0.1431
H -0.5437 -2.0913 0.3346
H -3.2332 -3.1082 -0.4616
H -2.7765 -2.0196 0.7953
H -3.5039 -1.2728 -2.0257
H -4.0346 -0.6471 -0.5121
H -1.5254 0.1454 -0.2044
H -1.5718 0.1034 -2.0065
H -2.6793 2.7420 0.5963
H -3.0998 -3.1282 -3.3940
H -0.1034 -4.9119 -2.5289
C 6.0484 2.7636 0.7574
C 5.9615 1.5043 0.0236
N 5.8936 0.5024 -0.5343
H 7.0898 3.0647 0.8431
H 5.5044 3.5426 0.2313
H 5.6287 2.6430 1.7550
C 6.3624 -0.1002 3.3075
C 5.1555 0.6039 3.7138
N 4.1758 1.1546 3.9450
H 7.2124 0.2007 3.9160
H 6.2175 -1.1741 3.4017
H 6.5658 0.1343 2.2644
C 1.6656 2.4307 5.7878
C 0.2422 2.7432 5.8220
N -0.8788 2.9871 5.8243
H 2.2478 3.3494 5.8002
H 1.9361 1.8272 6.6514
H 1.9008 1.8773 4.8832
C -3.6887 -6.9397 -3.6853
C -4.6608 -6.7638 -2.6142
N -5.4111 -6.6268 -1.7572
H -4.1011 -6.5790 -4.6256
H -2.7867 -6.3751 -3.4575
H -3.4252 -7.9893 -3.7946
C -5.1399 4.7884 -1.4373
C -5.7623 5.9905 -1.9769
N -6.2512 6.9369 -2.4015
H -4.5983 5.0359 -0.5257
H -5.9015 4.0466 -1.2095
H -4.4470 4.3717 -2.1656
C 3.8436 6.3198 1.7452
C 5.2436 5.9273 1.8471
N 6.3521 5.6420 1.9278
H 3.3674 6.2401 2.7201
H 3.7759 7.3482 1.3976
H 3.3267 5.6717 1.0396
C -5.3121 -4.6035 1.9901
C -3.8566 -4.5579 1.9455
N -2.7094 -4.5492 1.9079
H -5.6384 -4.8897 2.9875
H -5.7213 -3.6241 1.7487
H -5.6770 -5.3344 1.2704

3.
88
Properties=species:S:1:pos:R:3 method="wB97M-V/def2-TZVPD" total_charge=0 multiplicity=1 lumo_ev=-0.11 e_homo_ev=-9.010
C 1.2269 2.7073 2.0985
C 1.3790 2.7820 0.6914
C 2.8699 3.0820 0.1894
O 3.0118 3.9147 -0.7212
O 3.9370 2.4159 0.8490
C 3.9604 0.9930 0.4728
C 4.0013 0.0296 1.7444
C 3.3542 -1.4149 1.4986
C 1.8472 -1.3163 0.8964
C 0.8182 -2.2884 1.6239
C -0.6990 -2.1283 1.1632
C -1.3926 -0.7602 1.6233
P -1.3901 -0.4047 3.5143
S 0.3479 0.1241 4.2108
O -0.8758 0.3371 0.7873
S -1.8036 0.1979 -0.6389
O -1.0687 -0.3869 -1.8184
O -2.2357 1.6260 -0.8834
O -3.0738 -0.8214 -0.1393
C -2.9891 -0.6382 1.3015
C -4.0267 -1.3714 2.2654
O -4.7124 -0.3185 3.0137
O -5.5788 0.3400 2.1893
H 2.1244 2.4305 2.7476
H 0.2589 2.9463 2.6350
H 0.5120 2.6058 -0.0243
H 4.8982 0.8284 -0.1446
H 3.0425 0.8407 -0.1981
H 5.1114 -0.1111 2.0127
H 3.5422 0.5788 2.6420
H 3.9985 -2.0780 0.8280
H 3.3207 -1.9241 2.5275
H 1.5779 -0.2115 0.9441
H 1.9599 -1.6166 -0.2094
H 0.9061 -2.2599 2.7684
H 1.1271 -3.3610 1.3365
H -1.2865 -2.9667 1.6944
H -0.7889 -2.3454 0.0525
H -2.3708 0.6231 3.7923
H -1.8408 -1.5599 4.2600
H -3.1285 0.5024 1.3959
H -4.8469 -1.8962 1.6535
H -3.5799 -2.1630 2.9405
H -5.3889 1.3094 2.2217
C 1.3877 -0.2513 -5.1517
C 0.5676 -1.3148 -4.4401
O 1.2739 -2.5377 -4.6631
S 2.8619 -2.2231 -4.7462
O 3.4411 -2.4875 -3.4632
O 3.3719 -2.7885 -5.9571
O 2.7515 -0.6161 -4.9293
H 1.2027 -0.2647 -6.2294
H 1.1923 0.7483 -4.7634
H -0.4494 -1.3825 -4.8247
H 0.5369 -1.1339 -3.3629
C -6.9883 1.0727 -3.2227
C -6.1071 -0.0889 -3.6559
O -4.7812 0.4402 -3.6772
S -4.6447 1.5754 -2.5252
O -4.0487 0.9752 -1.3691
O -4.1367 2.7690 -3.1252
O -6.2305 1.7738 -2.2364
H -7.1789 1.7555 -4.0552
H -7.9377 0.7370 -2.8051
H -6.3821 -0.4762 -4.6365
H -6.1356 -0.9009 -2.9234
C 2.0992 6.8464 -0.1015
C 2.9965 7.5284 0.9174
O 2.5009 8.8657 1.0103
S 0.8976 8.8541 0.7652
O 0.2470 8.8584 2.0412
O 0.5914 9.8005 -0.2631
O 0.7876 7.3606 0.1466
H 2.3839 7.1170 -1.1219
H 2.1095 5.7614 0.0011
H 4.0437 7.5258 0.6169
H 2.9002 7.0629 1.9027
C 1.8400 -8.0131 1.0838
C 2.7475 -7.3308 2.0947
O 2.2539 -5.9937 2.1906
S 0.6497 -6.0040 1.9603
O 0.0114 -5.9975 3.2415
O 0.3334 -5.0602 0.9292
O 0.5325 -7.4981 1.3435
H 2.1154 -7.7435 0.0606
H 1.8493 -9.0981 1.1872
H 3.7920 -7.3340 1.7849
H 2.6598 -7.7952 3.0811

4.
13
Properties=species:S:1:pos:R:3 method="wB97M-V/def2-TZVPD" total_charge=0 e_above_lowest_kcal_mol=36.7 multiplicity=1 lumo_ev=1.08 smiles=COC.N e_homo_ev=-9.838
C 2.8842 0.9630 2.2295
N -6.0179 -2.1011 -3.0409
H 3.4269 1.8165 1.8842
H 2.1082 1.2842 3.0013
H 3.6228 0.5016 2.7844
H -5.0983 -2.4608 -2.8769
H -6.2970 -1.7138 -2.1406
H -5.7861 -1.1628 -3.3985
C 1.6474 0.9437 0.0283
O 2.3065 0.1979 1.1352
H 0.6560 0.6502 0.1012
H 1.6298 2.0141 0.2316
H 2.2213 0.7552 -0.9289

5.
101
Properties=species:S:1:pos:R:3 method="wB97M-V/def2-TZVPD" total_charge=0 e_above_lowest_kcal_mol=0.0 multiplicity=1 lumo_ev=0.34 smiles="CCOP(=O)(OCC)OCC.O=S1(=O)CCCC1.O=S1(=O)CCCC1.O=S1(=O)CCCC1.O=S1(=O)CCCC1.O=S1(=O)CCCC1" e_homo_ev=-9.510
C -6.2137 -3.5084 -3.6555
C -5.9206 -3.7263 -2.1635
C -5.1220 -2.5038 -1.7212
S -5.7083 -1.0713 -2.6852
O -4.5894 -0.4737 -3.3946
O -6.5753 -0.2630 -1.8549
C -6.7689 -2.0861 -3.7443
H -6.7969 -4.3134 -4.0968
H -5.2742 -3.4638 -4.2216
H -5.2689 -4.5952 -2.0735
H -6.8764 -3.9051 -1.6726
H -4.0672 -2.6643 -1.9347
H -5.2634 -2.2502 -0.6718
H -7.0247 -1.6943 -4.7250
H -7.6956 -2.0948 -3.1600
C 4.8050 -2.0306 1.2319
C 4.1914 -2.6341 -0.0429
C 5.1351 -2.4171 -1.2335
S 6.8401 -2.4183 -0.5839
O 7.6028 -1.3317 -1.1569
O 7.2299 -3.8108 -0.6831
C 6.3113 -2.0527 1.1472
H 4.4686 -2.5955 2.0985
H 4.4111 -1.0173 1.2553
H 3.2252 -2.2259 -0.3342
H 4.0356 -3.7065 0.0996
H 4.9169 -1.4484 -1.6964
H 5.0342 -3.0811 -2.0895
H 6.7407 -1.0516 1.2831
H 6.9717 -2.5707 1.8438
C -2.9595 -2.5485 -7.4420
C -3.3936 -1.3753 -6.5604
C -2.2200 -1.2604 -5.5650
S -1.8272 -2.9639 -5.0497
O -2.6468 -3.2207 -3.8791
O -0.4235 -3.3235 -5.0042
C -2.5060 -3.7421 -6.6309
H -2.1924 -2.0943 -8.0813
H -3.7074 -2.7273 -8.2231
H -4.3470 -1.6266 -6.0962
H -3.4314 -0.4246 -7.0847
H -2.3787 -0.5178 -4.7814
H -1.2892 -0.8536 -5.9755
H -3.3046 -4.3361 -6.1882
H -1.6968 -4.3263 -7.0498
C -0.8140 0.7280 0.1740
C -2.0373 0.1405 -0.5381
C -1.5567 -0.6189 -1.7580
S 0.1053 -1.2836 -1.3695
O 1.0279 -0.7590 -2.3304
O -0.0351 -2.7080 -1.1833
C 0.2676 -0.3782 0.2444
H -1.0415 1.3025 1.0597
H -0.4263 1.4454 -0.5596
H -2.6957 0.9176 -0.9226
H -2.5270 -0.5718 0.1341
H -1.4061 0.1180 -2.5503
H -2.1739 -1.4282 -2.1362
H 1.3188 -0.2109 0.4597
H -0.0309 -1.1486 0.9627
C 1.5191 7.3070 0.1277
C 0.6998 7.5834 1.4093
C -0.3972 6.5373 1.4474
S 0.5312 4.9970 1.2476
O -0.2389 3.9577 0.5781
O 1.0887 4.6608 2.5558
C 1.8713 5.8164 0.1983
H 2.3952 7.9360 0.0038
H 0.8826 7.4354 -0.7517
H 0.3523 8.6151 1.4157
H 1.4290 7.4790 2.2182
H -0.9208 6.7336 0.5081
H -1.0563 6.4691 2.3055
H 1.9228 5.1885 -0.6881
H 2.7346 5.5729 0.8188
C 2.7748 1.9803 6.6028
C 3.0474 2.6561 5.2503
O 3.1828 1.7687 4.1344
P 2.3471 0.4862 3.7906
O 2.5512 -0.0601 2.4411
O 2.8320 -0.5462 4.9554
C 2.2681 -1.8461 4.8179
C 2.6506 -2.6666 6.0774
O 0.8157 0.6877 4.2547
C -0.1332 1.5608 3.6279
C -0.7727 2.3085 4.8078
H 2.9139 2.6396 7.4564
H 1.7719 1.5580 6.6059
H 3.4807 1.1557 6.7071
H 2.2097 3.3295 5.0556
H 3.9808 3.2127 5.2763
H 1.1818 -1.9448 4.8346
H 2.6747 -2.3292 3.9322
H 3.6828 -2.4426 6.3612
H 2.0179 -2.3299 6.8964
H 2.6283 -3.7395 5.9028
H 0.1937 2.3301 2.9297
H -0.9205 0.9792 3.1478
H -0.7624 1.8281 5.7819
H -0.1100 3.1700 4.9775
H -1.7259 2.7671 4.5413

6.
16
Properties=species:S:1:pos:R:3 method="wB97M-V/def2-TZVPD" total_charge=-1 e_above_lowest_kcal_mol=9.9 multiplicity=1 lumo_ev=3.80 e_homo_ev=-4.773
C 0.2285 -0.1834 2.4370
C 0.1692 1.2559 1.8706
O 0.3263 1.3647 0.6232
O -0.0006 2.1327 2.7354
H 1.0750 -0.4057 3.0924
H 0.1775 -0.9908 1.6991
H -0.7018 -0.2993 3.0091
C 1.0954 -1.6028 -1.5330
C -0.2483 -1.0820 -2.0372
O -0.9696 -1.6885 -2.8214
N -0.6356 0.0869 -1.4895
H -1.5581 0.4254 -1.6829
H -0.3010 0.4579 -0.5710
H 1.2410 -1.5718 -0.4670
H 1.9127 -1.0689 -2.0155
H 1.1772 -2.5560 -2.0719

7.
7
Properties=species:S:1:pos:R:3 method="wB97M-V/def2-TZVPD" total_charge=0 e_above_lowest_kcal_mol=3.1 multiplicity=1 lumo_ev=-0.44 smiles="O=C=S.C=S" e_homo_ev=-8.957
C -0.4599 2.6590 1.4463
C -0.2408 -0.6619 -0.1083
O 0.6035 2.7134 0.9984
S -1.0812 -2.0305 -0.0852
S -1.8819 2.5135 2.0123
H -0.5961 0.2145 -0.6347
H 0.7100 -0.5682 0.3989

8.
69
Properties=species:S:1:pos:R:3 method="wB97M-V/def2-TZVPD" total_charge=-1 e_above_lowest_kcal_mol=9.7 multiplicity=2 lumo_ev="2.20 / 2.18" e_homo_ev="-4.639 / -4.312"
Rh 0.6475 -0.8293 0.6717
N -1.6307 -0.7759 -3.0283
C -1.0149 -0.3870 -1.8750
S -1.6061 -1.0462 -0.3764
N -0.0397 0.4864 -1.9892
N 0.4506 0.7137 -0.7365
C 0.6001 1.8931 -0.2840
C 0.5819 2.0041 1.1755
C 0.6643 3.2264 1.8256
C 0.3876 3.2897 3.1792
C 0.0009 2.1352 3.8377
C -0.0442 0.9439 3.1307
N 0.2630 0.8683 1.8401
H -2.4900 -1.2856 -2.9331
H -1.5136 -0.1851 -3.8342
H 0.4813 2.7712 -0.9128
H 0.9339 4.1088 1.2612
H 0.4538 4.2318 3.7084
H -0.2589 2.1413 4.8867
H -0.3265 0.0149 3.6006
C -2.7720 -3.7650 3.2643
C -1.5933 -3.5755 2.3356
O -0.7159 -2.6174 2.9385
P 0.7997 -2.3942 2.3404
S 1.7515 -4.0912 2.1414
S 2.8538 -0.4241 1.1868
O 1.3473 -1.5187 3.5960
C 1.3498 -1.8317 4.9857
C 1.2887 -3.2937 5.3870
H -3.4758 -4.4792 2.8322
H -3.2947 -2.8201 3.4236
H -2.4442 -4.1453 4.2339
H -1.9077 -3.2168 1.3547
H -1.0472 -4.5075 2.1784
H 0.5046 -1.2964 5.4378
H 2.2663 -1.3842 5.3773
H 0.3854 -3.7718 5.0142
H 1.2861 -3.3362 6.4803
H 2.1435 -3.8467 5.0067
O -0.2986 -3.9581 -0.4480
C 0.6539 -3.4427 -0.9879
N 1.3456 -3.9999 -2.0415
C 2.4685 -3.2003 -2.4546
C 2.2387 -1.9471 -1.5677
O 2.8959 -0.9319 -1.6860
N 1.2209 -2.1993 -0.7124
C 2.3670 -2.8786 -3.9402
C 1.7113 -1.7340 -4.3846
C 1.5425 -1.5093 -5.7437
C 2.0211 -2.4205 -6.6747
C 2.6746 -3.5636 -6.2372
C 2.8473 -3.7866 -4.8787
C 3.8203 -3.7735 -2.0471
C 4.9899 -3.2397 -2.5842
C 6.2273 -3.7060 -2.1729
C 6.3129 -4.7047 -1.2105
C 5.1530 -5.2182 -0.6536
C 3.9111 -4.7525 -1.0663
H 1.2045 -4.9633 -2.2860
H 1.3420 -1.0078 -3.6705
H 1.0376 -0.6100 -6.0758
H 1.8896 -2.2391 -7.7345
H 3.0554 -4.2817 -6.9534
H 3.3718 -4.6732 -4.5412
H 4.9229 -2.4445 -3.3155
H 7.1290 -3.2800 -2.5958
H 7.2809 -5.0648 -0.8841
H 5.2070 -5.9706 0.1232
H 3.0127 -5.1216 -0.5888

9.
22
Properties=species:S:1:pos:R:3 method="wB97M-V/def2-TZVPD" total_charge=0 e_above_lowest_kcal_mol=8.9 multiplicity=1 lumo_ev=0.63 smiles="CO[P@](O)(=S)OCN(C)C" e_homo_ev=-8.544
C -0.3116 -1.0283 -2.1628
C 0.0896 -2.8954 -0.6685
C 0.5818 3.1181 1.4796
C 1.0612 -0.8691 -0.3346
N 0.4433 -1.6484 -1.2018
O -1.6122 1.2971 0.1999
O 0.1095 -0.5283 0.9938
O 0.7614 1.7829 1.1110
P -0.5541 0.8373 1.3379
S -1.3790 1.1248 3.1421
H -1.1033 -1.5979 -2.4946
H -0.9007 -0.1606 -1.7974
H 0.1579 -0.7320 -3.1593
H 1.0000 -3.3408 -0.1312
H -0.6392 -2.8600 0.1368
H -0.2648 -3.6486 -1.4061
H -0.4428 3.5049 1.3365
H 1.2821 3.6635 0.7255
H 0.7038 3.3405 2.5893
H 1.3680 0.1705 -0.6100
H 1.7808 -1.4699 0.3295
H -2.1314 1.9396 0.5843

10.
7
Properties=species:S:1:pos:R:3 method="wB97M-V/def2-TZVPD" total_charge=0 e_above_lowest_kcal_mol=34.2 multiplicity=1 lumo_ev=0.56 e_homo_ev=-11.664
C 0.4229 -0.1003 -0.0611
N 1.2120 -0.3797 0.8507
N -1.2245 -0.1819 0.3184
F 0.4480 0.2937 -1.3328
F 2.5120 -0.2224 0.6202
F -1.5683 1.1242 0.5055
F -1.8021 -0.5338 -0.9008

11.
11
Properties=species:S:1:pos:R:3 method="wB97M-V/def2-TZVPD" total_charge=0 e_above_lowest_kcal_mol=55.8 multiplicity=1 lumo_ev=0.88 e_homo_ev=-8.888
C -0.1096 -0.2206 1.8453
C -0.0001 -0.2926 0.3503
H 0.8685 0.1635 2.2614
H -0.9047 0.4911 2.1493
H -0.3122 -1.2447 2.2307
H 0.4149 -2.1550 0.1646
H 0.1711 1.7501 0.0743
H 0.2667 -0.0824 -1.8384
N 0.2778 -1.2980 -0.3849
N -0.2527 0.8987 -0.3080
O -0.0027 0.8690 -1.6706

12.
15
Properties=species:S:1:pos:R:3 method="wB97M-V/def2-TZVPD" total_charge=0 e_above_lowest_kcal_mol=53.4 multiplicity=1 lumo_ev=-0.24 e_homo_ev=-8.751
C -2.5603 -0.5849 0.0210
C -1.1593 -0.1784 0.0636
C 0.0191 -0.7967 -0.0522
C 1.0305 0.3419 -0.1299
C 2.4199 0.4647 -0.1514
C 0.2187 1.4871 0.0805
H -3.1270 0.2988 -0.6424
H -3.0254 -0.6200 1.0336
H -2.5604 -1.5919 -0.6214
H 0.3187 -1.8675 -0.1520
H 2.8906 1.3904 -0.1741
H 2.8367 -1.5159 0.4462
H 0.4615 2.5754 0.0010
N -1.0520 1.1905 0.1351
O 3.2888 -0.5933 0.1425

Record-wise electronic energy values, in hartree: -380.8123, -2669.7214, -5320.0386, -211.5266, -4409.3034, -437.7897, -949.0000, -3283.7675, -1179.6512, -546.8187, -264.4984, -362.7283